Record 1
DFT (the ωB97M-V functional and the def2-TZVPD basis) results for a cluster of 2 separate species, C33H37N4S in total.

Geometry (Å):
S 2.659 1.030 2.742
N -1.075 -0.236 3.195
N 1.092 -1.036 3.225
N -4.426 -2.988 -4.293
N 6.110 0.108 3.716
C -6.327 -0.045 0.078
C -6.626 1.360 -0.093
C -7.647 3.966 0.045
C -3.225 0.747 2.729
C -5.836 -2.853 -2.323
C -0.355 2.045 3.851
C -8.230 0.533 3.144
C -4.100 -1.175 -2.711
C -7.595 0.651 1.916
C -4.533 1.153 3.281
C -3.103 -3.562 -4.435
C -4.616 -0.412 -1.681
C 1.143 0.218 2.930
C -6.924 -0.476 1.321
C 4.965 -0.102 3.724
C -0.704 -2.479 2.322
C -0.517 -2.095 4.756
C -7.894 3.092 1.112
C -6.920 3.540 -1.083
C -0.453 1.386 1.388
C -6.210 -2.179 -1.176
C -5.436 -3.467 -5.220
C -6.870 -1.688 2.005
C -4.781 -2.350 -3.116
C -8.168 -0.693 3.817
C -5.698 -0.888 -0.903
C -6.401 2.241 -1.149
C -7.482 -1.789 3.260
C -0.303 -1.469 3.383
C -0.237 0.904 2.826
C 3.506 -0.341 3.705
C -2.440 -0.233 3.247
C -7.411 1.795 1.033
H -8.673 -0.791 4.778
H -0.597 -2.043 1.322
H 0.460 1.890 1.034
H -1.555 -2.425 4.858
H -1.354 2.495 3.823
H -6.313 -3.788 -2.617
H -4.940 -3.694 -6.170
H -5.839 1.897 -2.009
H -8.468 3.378 1.991
H -8.032 4.983 0.097
H -1.271 2.111 1.338
H -4.488 1.353 4.363
H -2.925 1.249 1.813
H -3.057 -4.590 -4.032
H -6.757 4.234 -1.911
H 0.401 2.800 3.594
H -0.676 0.531 0.729
H -4.193 0.567 -1.458
H -5.301 0.388 3.128
H -6.202 -2.700 -5.403
H -6.958 -2.614 -0.517
H -3.245 -0.827 -3.294
H -0.262 -1.409 5.573
H -4.857 2.063 2.761
H -2.868 -1.114 3.734
H 3.105 -0.289 4.726
H -0.152 1.670 4.868
H 3.258 -1.299 3.231
H -0.067 -3.363 2.410
H -1.749 -2.765 2.476
H -2.845 -3.602 -5.500
H 0.143 -2.965 4.830
H -2.363 -2.959 -3.898
H -8.766 1.398 3.535
H -5.953 -4.367 -4.856
H -7.443 -2.732 3.810
H -6.345 -2.525 1.555

Properties
charge	+1
HOMO energy	-9.3	eV
orbital gap	0.1372	Eh

Atom charges from the Löwdin analysis, given in e for atoms 1 to 4: number 1, S, carries 0.995; number 2, N, carries -0.023; number 3, N, carries 0.105; number 4, N, carries -0.209


Record 2
DFT (the ωB97M-V functional and the def2-TZVPD basis) results for a structure of composition C34H39As2NO3PdSi2.

Geometry (Å):
Pd -0.591 2.151 -0.464
As -3.432 -1.362 -1.001
As -1.488 4.306 0.231
Si 0.701 4.616 0.855
Si -1.316 3.337 -2.234
O 2.340 -1.187 -0.264
O -3.040 0.187 -1.316
O 0.974 0.421 -1.050
N -0.272 0.530 1.374
C -5.193 -1.691 1.281
C -2.246 0.750 5.024
C -0.907 0.575 2.580
C 1.418 -0.349 -0.173
C -4.454 -2.213 3.506
C -1.994 -2.556 -1.436
C -2.640 1.555 3.931
C -0.966 -4.717 -1.588
C -3.143 -2.295 3.057
C -1.987 1.477 2.733
C -0.646 4.881 -3.140
C -0.512 -0.237 3.665
C -6.531 -1.178 -3.749
C 0.719 -0.303 1.203
C -7.195 -2.391 -3.636
C -2.075 -3.939 -1.298
C 0.563 -1.136 3.450
C -3.189 3.395 -2.605
C -5.479 -1.909 2.621
C -4.993 -1.863 -2.036
C -1.204 -0.127 4.895
C -5.662 -3.076 -1.917
C -2.855 -2.076 1.718
C 0.877 6.318 1.728
C 2.073 4.658 -0.461
C 1.416 3.434 2.174
C -0.815 -1.946 -1.845
C -3.882 -1.779 0.829
C -5.428 -0.910 -2.949
C -6.762 -3.342 -2.719
C 1.167 -1.176 2.233
C 0.220 -4.109 -1.994
C -0.766 1.968 -3.498
C 0.302 -2.731 -2.118
H 0.637 7.128 1.034
H -0.756 -0.863 -1.922
H 3.016 4.993 -0.011
H -5.335 -3.812 -1.190
H -0.891 -0.747 5.730
H -8.055 -2.598 -4.262
H -1.018 -5.795 -1.483
H -1.098 2.235 -4.512
H -0.807 4.766 -4.221
H 1.991 -1.834 1.998
H 1.824 5.331 -1.283
H -4.673 -2.367 4.556
H -3.661 2.498 -2.195
H 0.319 1.842 -3.504
H 1.234 -2.245 -2.377
H 0.176 6.380 2.565
H -2.228 2.117 1.886
H -1.165 5.775 -2.789
H -5.990 -1.440 0.589
H -1.210 1.004 -3.234
H -2.771 0.832 5.969
H -3.356 3.420 -3.690
H 2.352 3.830 2.591
H -2.990 -4.409 -0.953
H 1.891 6.477 2.114
H -7.285 -4.286 -2.627
H -4.891 0.032 -3.009
H 1.621 2.452 1.742
H -2.339 -2.500 3.751
H 2.216 3.657 -0.876
H -3.459 2.255 4.048
H 0.701 3.299 2.991
H -1.827 -2.121 1.372
H -6.499 -1.830 2.975
H 1.093 -4.719 -2.196
H -3.656 4.273 -2.152
H -6.871 -0.435 -4.460
H 0.892 -1.774 4.265
H 0.423 5.029 -2.971

Properties
charge	-2
HOMO energy	0.6	eV
relative energy (zero: lowest compared OMol25 entry of this formula, charge and spin)	0.546	eV
orbital gap	0.1215	Eh

Atom charges from the Löwdin analysis, given in e for atoms 1 to 4: number 1, Pd, carries 0.218; number 2, As, carries 1.164; number 3, As, carries 0.514; number 4, Si, carries 0.011


Record 3
DFT (the ωB97M-V functional and the def2-TZVPD basis) results for a cluster of 3 separate species, C5H15NO2 in total.

Geometry (Å):
O 1.906 -1.218 -1.070
O 0.872 1.714 -3.362
N 1.430 -0.344 1.610
C 0.182 -1.000 1.608
C -2.016 -0.446 -1.155
C -1.099 -0.198 1.308
C 1.919 0.418 2.475
C -1.179 0.331 -0.128
H -2.818 -0.999 -0.654
H 2.954 0.750 2.374
H -2.609 0.332 -1.626
H 1.296 0.915 3.222
H 0.069 2.249 -3.324
H 0.253 -1.646 0.721
H -1.437 -1.096 -1.793
H -1.278 0.620 2.011
H 2.026 -1.006 -2.002
H 1.412 -0.549 -0.630
H -0.167 0.359 -0.526
H -1.862 -0.952 1.519
H 0.069 -1.834 2.307
H -1.386 1.359 -0.083
H 1.462 2.241 -2.803

Properties
charge	+1
HOMO energy (spin up / spin down)	-14.5 / -14.5	eV
relative energy (zero: lowest compared OMol25 entry of this formula, charge and spin)	3.109	eV
multiplicity	2
orbital gap (spin up / spin down)	0.3448 / 0.2237	Eh

Atom charges from the Löwdin analysis, given in e for atoms 1 to 4: number 1, O, carries -0.016; number 2, O, carries -0.061; number 3, N, carries 0.172; number 4, C, carries -0.171


Record 4
DFT (the ωB97M-V functional and the def2-TZVPD basis) results for a cluster of 12 separate species, C45H111N3O21 in total.

Geometry (Å):
O 5.971 -9.431 -1.743
O -7.134 -9.146 -2.518
O 4.634 10.998 4.641
O 2.041 -12.597 2.726
O 1.057 -10.653 0.808
O -6.213 -7.848 6.503
O -2.875 2.190 -8.635
O 5.737 -5.344 -10.272
O -6.584 -9.987 0.392
O 1.679 6.743 -0.996
O -14.416 -2.164 2.582
O 4.579 8.256 4.034
O 6.917 -10.795 0.847
O 0.270 5.526 -3.346
O 5.442 -7.071 -7.950
O -11.931 -3.128 1.171
O 1.147 -1.052 0.108
O 8.269 -2.110 0.176
O -5.510 3.658 -9.202
O -8.827 -7.430 7.516
O -3.760 8.982 0.461
N 8.780 -0.889 0.523
N -0.219 -1.009 0.023
N -4.497 9.958 1.055
C 7.548 -9.690 0.258
C 10.285 -1.789 2.348
C -5.451 12.211 2.349
C 1.472 6.213 -3.306
C -0.745 -1.981 -0.982
C -3.411 11.852 0.003
C 5.590 9.017 3.439
C -12.366 -1.813 1.355
C 10.626 -0.938 -1.188
C -7.721 -8.507 -1.422
C 7.327 -9.696 -1.242
C 0.915 -10.396 2.207
C -3.050 10.407 3.002
C 0.935 -11.773 3.034
C -4.744 11.082 0.184
C -4.119 1.634 -8.826
C -5.559 10.886 3.040
C -5.674 12.089 0.856
C 9.697 0.670 2.209
C 5.029 10.488 3.383
C 6.093 -4.923 -8.994
C 8.264 -0.031 -1.768
C 9.420 -0.146 -0.650
C -3.008 -2.012 0.394
C -6.751 -6.511 6.471
C -13.978 -1.631 1.322
C -0.379 -1.487 -2.349
C 9.187 -0.764 1.951
C -0.124 -3.442 -0.891
C 9.818 1.295 -0.274
C -2.300 -2.008 -0.981
C 2.175 5.963 -2.051
C -5.104 2.392 -9.716
C -5.454 10.730 -1.144
C 10.507 1.368 1.099
C -2.460 -0.874 1.198
C -7.778 -9.376 -0.138
C -7.772 -6.441 7.571
C -4.467 9.937 2.549
C -0.860 -0.952 1.373
C -4.975 8.612 3.170
C -0.439 -2.103 2.246
C 5.182 -5.674 -7.914
C 7.938 -1.006 2.770
C -0.494 0.458 1.986
H 5.432 -7.324 -8.876
H -0.763 -2.082 3.287
H 8.205 -0.869 3.818
H 11.048 -1.787 1.569
H -6.443 10.277 -1.211
H -6.485 10.452 2.665
H 7.139 -0.348 2.429
H -4.529 12.738 2.598
H -5.659 13.076 0.393
H 10.379 0.617 3.058
H -0.213 5.768 -2.553
H -3.492 12.508 -0.864
H 7.469 0.462 -1.208
H -8.743 -8.339 -1.761
H -5.560 11.011 4.122
H -2.347 9.631 3.306
H -2.834 2.866 -7.954
H -3.106 11.096 3.845
H -6.114 -10.380 -0.347
H -8.056 -5.389 7.606
H 5.373 -5.258 -6.925
H -4.580 2.616 -10.644
H 10.905 -0.717 -2.218
H 0.423 0.721 2.513
H -6.026 1.824 -9.842
H -4.880 9.953 -1.649
H -6.714 11.764 0.862
H 7.266 -8.757 0.747
H 4.106 -5.617 -8.079
H 0.813 -11.709 4.115
H -0.034 -9.880 2.351
H -6.250 12.888 2.652
H -3.172 12.354 0.941
H -11.916 -1.348 0.478
H -14.352 -2.097 0.411
H -1.238 0.758 2.724
H 7.460 -1.975 2.631
H -7.247 -6.644 8.505
H 1.196 7.266 -3.359
H -6.302 -8.256 5.638
H -2.928 9.432 0.620
H 10.434 -1.996 -1.364
H 9.912 -2.809 2.442
H -2.789 -2.923 0.951
H 2.177 6.507 -0.209
H -8.537 -10.130 -0.347
H -2.349 10.902 2.331
H -5.792 8.340 2.502
H -4.091 -1.974 0.281
H -13.867 -2.945 2.686
H 0.095 -12.387 2.710
H -0.592 1.228 1.220
H 7.519 -11.519 0.657
H 10.629 2.438 1.267
H -0.854 -3.041 1.878
H 1.770 -9.740 2.375
H -0.205 -4.044 -1.797
H -2.429 11.395 -0.116
H -12.031 -3.716 1.924
H -6.038 -5.686 6.497
H 7.880 -1.001 -2.082
H -0.954 -2.068 -3.070
H 11.498 -0.801 -0.548
H 0.660 -1.642 -2.640
H 9.062 2.066 -0.419
H 8.411 0.563 -2.670
H 7.683 -10.620 -1.699
H -3.093 -0.863 2.086
H 5.932 -3.853 -8.866
H 8.959 1.414 2.510
H 4.227 10.397 2.651
H -3.954 0.615 -9.177
H -2.744 -1.317 -1.697
H 2.767 -11.983 2.592
H 10.757 -1.601 3.312
H 2.052 5.865 -4.160
H -14.174 -0.560 1.379
H -5.297 8.650 4.210
H -4.529 1.463 -7.830
H -8.238 -8.739 0.617
H -11.941 -1.456 2.293
H 5.750 -6.282 -10.475
H 6.464 9.142 4.078
H -8.525 -8.300 7.786
H 5.367 11.531 4.958
H -7.469 -7.468 -1.212
H 10.498 1.694 -1.026
H 7.357 -1.868 -0.002
H 0.646 -2.207 2.289
H 6.140 -9.257 -2.672
H -0.507 -0.420 -2.535
H -7.214 -6.258 5.517
H -5.409 11.593 -1.809
H 11.494 0.909 1.038
H 4.227 8.890 4.663
H -2.501 -3.024 -1.320
H -5.940 3.509 -8.356
H -0.577 -4.000 -0.072
H -2.809 0.070 0.781
H 3.249 6.119 -2.150
H 8.001 -8.977 -1.708
H -4.270 7.782 3.125
H 1.444 -0.140 0.094
H 1.866 -10.290 0.440
H 7.120 -5.146 -8.707
H 5.920 8.696 2.451
H -6.407 -9.680 -2.189
H 5.891 11.049 3.024
H 0.923 -3.414 -0.590
H 2.141 4.896 -1.832
H 8.596 -9.873 0.496

Properties
HOMO energy	-7.9	eV
relative energy (zero: lowest compared OMol25 entry of this formula, charge and spin)	9.736	eV
structure (SMILES)	CC1(C)CCCC(C)(C)N1O.CC1(C)CCCC(C)(C)N1O.CC1(C)CCCC(C)(C)N1O.OCCO.OCCO.OCCO.OCCO.OCCO.OCCO.OCCO.OCCO.OCCO
orbital gap	0.2985	Eh

Atom charges from the Löwdin analysis, given in e for atoms 1 to 4: number 1, O, carries -0.072; number 2, O, carries -0.043; number 3, O, carries -0.053; number 4, O, carries -0.072


Record 5
DFT (the ωB97M-V functional and the def2-TZVPD basis) results for a cluster of 2 separate species, C5H8 in total.

Geometry (Å):
C 1.664 -0.619 -0.020
C 0.399 0.121 -0.051
C 0.291 1.465 0.064
C -0.826 -0.691 0.030
C -2.153 -0.133 0.001
H 1.348 1.939 0.010
H 2.506 0.224 -0.288
H -2.701 1.193 -0.200
H -0.680 1.973 0.051
H 1.659 -1.433 -0.776
H -2.900 -1.040 0.040
H 1.981 -1.123 1.029
H -0.588 -1.876 0.109

Properties
HOMO energy	-8.5	eV
relative energy (zero: lowest compared OMol25 entry of this formula, charge and spin)	3.766	eV
orbital gap	0.3326	Eh

Atom charges from the Löwdin analysis, given in e for atoms 1 to 4: number 1, C, carries -0.123; number 2, C, carries -0.487; number 3, C, carries 0.034; number 4, C, carries -0.187


Record 6
DFT (the ωB97M-V functional and the def2-TZVPD basis) results for a cluster of 12 separate species, C5H36N2O11 in total.

Geometry (Å):
O 1.664 -1.606 -0.538
O 2.638 1.198 1.125
O -3.735 1.339 2.263
O 1.702 0.306 -3.531
O -3.461 -0.466 -0.083
O -0.278 -1.108 -3.843
O 4.248 -0.972 -0.007
O 2.627 1.518 -1.486
O -2.748 -1.552 -2.812
O -2.205 -2.993 -0.647
O 1.526 2.262 3.413
N -0.690 0.894 1.623
N 0.697 -2.475 2.812
C -1.270 1.956 -1.889
C -0.531 -0.519 2.043
C -0.235 1.173 0.245
C -1.170 2.197 -0.388
C 0.756 -1.005 2.775
H -1.469 -2.464 -0.270
H 0.710 -0.730 3.835
H 1.416 -0.880 0.043
H -0.205 1.528 2.264
H -0.707 -1.100 1.133
H 2.883 1.396 0.166
H -0.860 3.192 -0.075
H -1.695 0.945 -2.093
H 1.341 -0.623 -3.418
H -0.226 0.268 -0.393
H 1.921 1.692 4.075
H -3.499 -1.024 -2.527
H 3.356 2.016 -1.863
H -1.884 2.717 -2.362
H -0.227 -2.865 3.031
H 3.941 -0.255 0.572
H -2.968 -2.721 -0.120
H 2.427 2.065 1.499
H 4.228 -1.699 0.633
H -0.378 -0.154 -3.931
H -0.989 -1.366 -3.227
H -2.949 0.097 0.520
H -1.419 -0.881 2.608
H -2.555 -2.191 -2.080
H -3.738 2.273 2.016
H -2.789 1.132 2.189
H 1.105 3.053 3.753
H 0.843 1.543 0.290
H 0.962 -2.833 1.896
H -2.103 1.952 0.142
H -0.201 1.891 -2.252
H 2.327 0.847 -2.165
H -4.237 -0.438 0.506
H 2.626 -1.735 -0.414
H 1.587 -0.649 2.169
H 2.202 0.201 -4.349

Properties
HOMO energy	-8.7	eV
relative energy (zero: lowest compared OMol25 entry of this formula, charge and spin)	2.075	eV
structure (SMILES)	CCCNCCN.O.O.O.O.O.O.O.O.O.O.O
orbital gap	0.3209	Eh

Atom charges from the Löwdin analysis, given in e for atoms 1 to 4: number 1, O, carries -0.059; number 2, O, carries -0.132; number 3, O, carries -0.069; number 4, O, carries -0.082


The following electronic energy values (in eV) correspond, in order, to the records above: -51608.7237 -184438.6727 -11002.7804 -95917.2732 -5310.4007 -31271.8077.